This record from OMol25 describes a cluster of 2 separate species, C2H9N2O in total in a non-equilibrium geometry. The level of theory is wB97M-V/def2-TZVPD.

Each line ends with the Löwdin charge.
Geometry (Å):
C 0.27684 1.84304 0.77279  -0.14
C 0.46595 0.25104 0.40835  0.00
N -0.22733 -2.32821 -1.05497  0.07
N -0.43474 -0.52583 0.68640  0.19
O -0.04973 2.48406 -0.48503  -0.08
H -0.55913 2.01041 1.40696  0.10
H 1.21626 2.20930 1.18007  0.12
H 1.39055 -0.12702 -0.16567  0.18
H -0.58107 -2.16734 -1.94154  0.05
H 0.78416 -2.31673 -1.22626  0.08
H -0.43487 -3.23247 -0.72130  0.06
H -0.46760 -1.47853 0.28635  0.06
H -1.21255 -0.09316 1.19577  0.17
H -0.16673 3.47143 -0.34192  0.14

## Properties
**Gap between HOMO and LUMO**: 10.825 eV
**Charge**: +1
**LUMO level**: -0.15538 hartree
**Spin multiplicity**: 1
**ΔE to the lowest compared entry with this formula, charge and spin**: 57.6 kcal/mol

This record from OMol25 describes a cluster of 15 separate species, C30H90O15 in total in a non-equilibrium geometry. The level of theory is wB97M-V/def2-TZVPD.

Each line ends with the Löwdin charge.
Geometry (Å):
C -4.84350 9.16924 12.42364  -0.09
C -5.54381 8.68154 13.62200  -0.39
O -5.62228 9.58798 14.66332  -0.05
H -3.98809 9.73170 12.79779  0.08
H -5.42350 9.96732 11.96020  0.06
H -4.55242 8.32591 11.79741  0.09
H -4.90602 7.85481 13.93482  0.11
H -6.47196 8.16900 13.36915  0.11
H -5.87231 9.09963 15.45110  0.09
C -5.34375 14.37508 14.86795  -0.11
C -4.62610 14.10774 13.58279  -0.32
O -3.71148 15.18901 13.57817  -0.08
H -5.99799 13.57564 15.21573  0.07
H -5.93357 15.29031 14.81722  0.07
H -4.62878 14.43958 15.68817  0.08
H -5.22813 13.98157 12.68293  0.10
H -4.19188 13.10988 13.64476  0.11
H -4.13986 16.04244 13.67693  0.08
C -4.29864 14.17621 6.49990  -0.08
C -3.22044 13.15556 6.17857  -0.31
O -1.95580 13.31619 6.81988  -0.09
H -4.40671 14.26376 7.58099  0.06
H -5.25025 13.89150 6.05104  0.06
H -4.14597 15.18257 6.11001  0.07
H -2.92534 13.23595 5.13236  0.11
H -3.65199 12.18703 6.43118  0.09
H -2.17294 13.26695 7.75371  0.03
C -5.14626 6.59436 3.79889  -0.08
C -5.45051 8.08967 3.81614  -0.28
O -6.77975 8.31510 4.28420  -0.10
H -4.86423 6.21017 4.77918  0.06
H -4.22958 6.39365 3.24435  0.05
H -5.99401 5.99558 3.46588  0.08
H -5.29145 8.41320 2.78748  0.11
H -4.82952 8.62233 4.53637  0.11
H -7.10355 9.19693 4.08637  0.03
C -1.55046 6.42256 4.40796  -0.09
C -0.41253 5.48536 4.60110  -0.40
O 0.48957 5.81953 3.66196  -0.04
H -1.28124 7.47877 4.40288  0.08
H -2.31103 6.24288 5.16779  0.07
H -2.01167 6.20686 3.44419  0.07
H -0.65923 4.42533 4.54124  0.12
H -0.04360 5.60232 5.62007  0.11
H 0.89053 4.97942 3.42736  0.09
C -1.35239 8.97524 7.49287  -0.07
C -0.41813 9.98913 8.08587  -0.34
O 0.80652 9.83189 7.45530  -0.08
H -0.86280 8.05871 7.16368  0.07
H -1.69034 9.27583 6.50114  0.07
H -2.19011 8.74703 8.15185  0.06
H -0.36967 9.96314 9.17448  0.11
H -0.51567 11.04695 7.84174  0.10
H 0.75376 10.32358 6.63247  0.09
C -9.94022 12.66181 8.36064  -0.07
C -10.51933 11.48894 7.52664  -0.26
O -10.24750 11.80386 6.13637  -0.10
H -10.23174 12.46643 9.39260  0.06
H -10.45530 13.55664 8.01124  0.07
H -8.86690 12.85123 8.37466  0.06
H -11.60569 11.45939 7.61060  0.11
H -10.05623 10.55932 7.85746  0.10
H -10.86309 12.44985 5.78234  0.09
C -3.77332 4.28846 8.89646  -0.06
C -2.30310 3.77033 9.11466  -0.27
O -1.56857 3.90274 7.87714  -0.12
H -3.79846 5.37253 8.78569  0.07
H -4.35098 4.07033 9.79469  0.06
H -4.25717 3.68265 8.13030  0.04
H -2.16671 2.72319 9.38484  0.10
H -1.68852 4.24568 9.87914  0.10
H -1.89523 3.28913 7.21504  0.07
C -5.06595 9.79773 8.40521  -0.04
C -6.34305 10.73202 8.48823  -0.28
O -5.93436 11.82859 9.21314  -0.11
H -5.19795 8.92392 7.76715  0.07
H -4.81421 9.65504 9.45610  0.06
H -4.23875 10.37523 7.99249  0.05
H -7.14394 10.21311 9.01493  0.10
H -6.67891 11.12192 7.52736  0.10
H -6.52444 12.09342 9.92255  0.05
C -6.96887 4.01266 6.38145  -0.09
C -6.22410 2.79482 5.83811  -0.30
O -5.57622 2.00677 6.83770  -0.10
H -6.39474 4.90329 6.63689  0.06
H -7.62939 3.80682 7.22374  0.08
H -7.54471 4.40402 5.54279  0.07
H -5.60304 2.90513 4.94916  0.11
H -7.04287 2.13344 5.55475  0.10
H -6.23732 1.40437 7.18650  0.08
C -8.80740 10.59826 11.49096  -0.06
C -8.64888 12.07710 11.93050  -0.26
O -7.88778 12.87017 11.00849  -0.13
H -9.35822 10.18193 12.33439  0.08
H -7.87969 10.06228 11.29047  0.06
H -9.29681 10.53751 10.51891  0.05
H -8.07154 11.99271 12.85118  0.11
H -9.59520 12.60842 12.03191  0.11
H -7.94252 13.80914 11.20070  0.02
C -7.92241 15.91155 9.08919  -0.07
C -7.59413 16.38597 10.48339  -0.29
O -8.03337 15.46020 11.46561  -0.08
H -8.97541 16.01305 8.82655  0.07
H -7.68351 14.85010 9.02327  0.06
H -7.37919 16.43188 8.30034  0.08
H -7.81677 17.44505 10.61335  0.12
H -6.52817 16.35506 10.70892  0.12
H -8.91088 15.75506 11.71983  0.11
C -1.42962 12.74383 10.57254  -0.06
C -2.69649 11.89389 10.33262  -0.29
O -3.40300 12.63012 9.33167  -0.11
H -1.07747 12.85552 9.54706  0.06
H -0.68925 12.36151 11.27523  0.08
H -1.73382 13.73436 10.91081  0.07
H -3.22187 11.81934 11.28473  0.09
H -2.44209 10.87983 10.02430  0.09
H -4.34904 12.47789 9.39024  0.03
C -7.52071 11.42517 2.31925  -0.08
C -7.48330 11.71535 3.78500  -0.30
O -8.27988 10.64956 4.29678  -0.11
H -7.13407 10.41995 2.15149  0.07
H -7.06715 12.18849 1.68702  0.08
H -8.56414 11.45304 2.00527  0.08
H -8.01935 12.63760 4.00905  0.11
H -6.47831 11.88604 4.17096  0.11
H -8.64225 10.86855 5.15837  0.05
C -11.04182 7.94112 6.86020  -0.06
C -9.82063 8.06405 5.92649  -0.32
O -8.85699 7.04305 6.03105  -0.10
H -11.61106 8.86774 6.93396  0.06
H -10.63931 7.57988 7.80655  0.07
H -11.65367 7.11057 6.50818  0.07
H -9.27739 9.00356 6.02803  0.08
H -10.08275 7.86588 4.88720  0.12
H -8.09253 7.36972 5.55096  0.04

## Properties
**Gap between HOMO and LUMO**: 9.524 eV
**Charge**: 0
**LUMO level**: 0.00638 hartree
**Spin multiplicity**: 1
**ΔE to the lowest compared entry with this formula, charge and spin**: 185.1 kcal/mol

This record from OMol25 describes a structure of composition C45H34N7O3PS2Se2Ti in a non-equilibrium geometry. The level of theory is wB97M-V/def2-TZVPD.

Each line ends with the Löwdin charge.
Geometry (Å):
Ti -1.30700 1.66490 0.27521  1.06
N -4.24075 -0.08132 2.19744  0.10
C -3.84639 -0.54595 1.01586  -0.67
N -2.79976 -0.13974 0.32906  0.01
C -2.75770 -0.79289 -0.90432  -0.35
C -3.69389 -1.73545 -1.10963  -0.35
S -4.76185 -1.81689 0.23820  1.06
C -1.74544 -0.43170 -1.88848  -0.36
C -1.79490 -0.71286 -3.20227  -0.31
S -0.37990 -0.14122 -3.99447  1.10
C 0.19686 0.47197 -2.48338  -0.67
N -0.62327 0.29021 -1.46909  0.04
N 1.45207 0.96161 -2.36921  0.16
H -5.02989 -0.48665 2.66413  0.10
H -3.69043 0.65686 2.66597  -0.08
H -3.83826 -2.36031 -1.97696  0.08
H -2.57125 -1.21221 -3.75837  0.09
H 1.91201 1.31912 -3.18746  0.11
H 1.73101 1.34247 -1.47982  0.09
O -3.02049 2.37895 -3.09191  0.11
C -2.37707 2.49066 -2.07469  -0.58
O -2.72642 2.13380 -0.87879  -0.13
C -1.00245 3.12609 -2.07588  -0.19
C -0.52182 3.80446 -3.20098  0.03
C 0.69261 4.41892 -3.13083  0.02
C 1.39401 4.42304 -1.90557  -0.15
C 2.64156 5.06973 -1.75529  -0.03
C 3.26527 5.10055 -0.54067  -0.06
C 2.64195 4.52232 0.58478  -0.04
C 1.44327 3.87356 0.47035  -0.01
C 0.81687 3.76573 -0.79009  -0.17
N -0.35074 3.05193 -0.91838  0.05
H -1.13832 3.80016 -4.08974  0.13
H 1.11251 4.93645 -3.98647  0.13
H 3.08693 5.54075 -2.62490  0.12
H 4.22837 5.58518 -0.43876  0.11
H 3.11400 4.58737 1.55654  0.12
H 0.96952 3.43758 1.33910  0.11
Se -2.14343 1.83914 3.65345  0.76
Se 1.88865 0.76823 4.02130  0.64
C 0.53810 -0.41729 3.66046  -0.71
C 0.18478 -1.33437 4.69256  -0.14
C -0.73054 -2.32707 4.52557  -0.06
C -1.37272 -2.46983 3.28458  -0.06
C -1.05554 -1.59535 2.30097  -0.11
N -0.14943 -0.59000 2.44710  0.00
C -2.11297 3.44442 2.73134  -0.72
C -2.27583 4.66590 3.42437  -0.12
C -2.41288 5.83848 2.73386  -0.07
C -2.40198 5.80162 1.33281  -0.07
C -2.18689 4.60125 0.71850  -0.13
N -1.99386 3.43084 1.37804  -0.06
H 0.70609 -1.21454 5.62954  0.08
H -0.95526 -3.00686 5.33962  0.11
H -2.10254 -3.24629 3.10043  0.11
H -1.54213 -1.62844 1.34418  0.07
H -2.32500 4.62861 4.50260  0.09
H -2.55932 6.77588 3.25707  0.11
H -2.56146 6.69152 0.73941  0.10
H -2.18277 4.56043 -0.35714  0.10
O 0.12271 1.51827 1.42787  -0.31
C 0.19797 0.19744 1.22622  -0.40
C 1.50205 -0.31331 0.66714  -0.19
C 2.58323 0.57053 0.73048  -0.10
C 3.88399 0.14064 0.52091  -0.06
C 4.13690 -1.19058 0.23972  -0.07
C 3.06884 -2.05351 0.05958  -0.12
C 1.74715 -1.63935 0.23476  -0.30
P 0.38105 -2.67026 -0.42457  1.15
C 1.04967 -3.13832 -2.08916  -0.34
C 0.55528 -4.28093 -2.72444  -0.09
C 0.88097 -4.56997 -4.04215  -0.09
C 1.70550 -3.71603 -4.76180  -0.10
C 2.20471 -2.57837 -4.14464  -0.10
C 1.87433 -2.28741 -2.82664  -0.14
C 0.49404 -4.24876 0.50988  -0.36
C -0.58466 -5.12742 0.37116  -0.13
C -0.65091 -6.29978 1.11063  -0.09
C 0.35217 -6.59778 2.02395  -0.09
C 1.40748 -5.71402 2.19851  -0.08
C 1.47570 -4.54453 1.45246  -0.08
H 2.39340 1.59897 0.99892  0.07
H 4.70289 0.84492 0.61775  0.11
H 5.15269 -1.54773 0.12210  0.11
H 3.25810 -3.07075 -0.26531  0.11
H -0.08083 -4.96769 -2.17951  0.09
H 0.48672 -5.46464 -4.51031  0.10
H 1.95587 -3.93657 -5.79252  0.10
H 2.85809 -1.90772 -4.69177  0.10
H 2.27121 -1.38675 -2.37712  0.08
H -1.39491 -4.87283 -0.30582  0.10
H -1.49606 -6.96707 0.99298  0.10
H 0.30330 -7.50937 2.60650  0.10
H 2.17795 -5.93078 2.92875  0.10
H 2.28954 -3.85198 1.62465  0.09

## Properties
**Gap between HOMO and LUMO**: 5.167 eV
**Charge**: 0
**LUMO level**: -0.04792 hartree
**Spin multiplicity**: 1
**ΔE to the lowest compared entry with this formula, charge and spin**: 38.7 kcal/mol

This record from OMol25 describes a structure of composition C3H7NO2. The level of theory is wB97M-V/def2-TZVPD.

Each line ends with the Löwdin charge.
Geometry (Å):
C 0.95889 1.17136 -0.25469  -0.07
C 0.07325 0.33707 -1.16037  -0.23
O -0.27456 -0.92677 -0.57677  -0.11
C -1.19962 -0.83280 0.72651  -0.55
O -2.24394 -0.26031 0.66772  0.12
N -0.33412 -1.47169 1.46518  0.10
H 1.88747 0.64247 -0.01664  0.08
H 0.44768 1.41519 0.68132  0.08
H 1.22031 2.10881 -0.75489  0.08
H -0.87523 0.84209 -1.37143  0.12
H 0.56635 0.10355 -2.10729  0.12
H -0.58510 -1.71724 2.41379  0.09
H 0.35863 -1.41174 0.28756  0.16

## Properties
**Gap between HOMO and LUMO**: 11.046 eV
**Charge**: 0
**LUMO level**: 0.03382 hartree
**Spin multiplicity**: 1
**ΔE to the lowest compared entry with this formula, charge and spin**: 58.5 kcal/mol